ORCA calculation (wB97M-V/def2-TZVPD) on C37H38CrF5GeN2S as an isolated structure.

```
85
Properties=species:S:1:pos:R:3:lowdin_spin:R:1
Cr 0.283 -0.921 -0.952 4.023
C 0.465 -4.108 2.598 0.001
C -0.297 -3.758 1.338 0.009
C 0.146 -4.255 0.114 0.006
C 1.409 -5.074 0.013 0.000
C -0.583 -3.993 -1.058 0.016
C -0.098 -4.584 -2.361 0.004
C -1.741 -3.219 -0.997 0.021
C -2.515 -2.872 -2.245 0.008
C -2.207 -2.742 0.241 0.019
C -3.499 -1.966 0.247 -0.001
C -1.471 -2.981 1.402 0.010
C -1.888 -2.397 2.733 0.000
H 1.507 -3.787 2.545 0.000
H 0.477 -5.190 2.750 0.000
H 0.026 -3.656 3.481 0.000
H 1.185 -6.116 -0.238 0.000
H 1.976 -5.071 0.939 0.000
H 2.054 -4.669 -0.769 0.000
H 0.685 -3.963 -2.807 0.002
H -0.902 -4.691 -3.084 0.000
H 0.330 -5.573 -2.202 0.000
H -3.400 -3.506 -2.364 0.000
H -1.906 -2.966 -3.140 0.002
H -2.844 -1.836 -2.202 0.002
H -3.329 -0.951 -0.125 -0.002
H -3.957 -1.902 1.231 0.000
H -4.228 -2.439 -0.412 0.000
H -2.709 -1.695 2.628 0.000
H -1.055 -1.852 3.180 0.000
H -2.204 -3.173 3.437 0.000
F 6.646 0.373 1.528 0.000
C 5.695 -0.143 0.737 0.001
C 4.853 -1.137 1.196 0.000
F 4.990 -1.611 2.444 0.000
C 3.875 -1.646 0.359 0.003
F 3.119 -2.639 0.860 0.001
C 3.653 -1.188 -0.938 0.012
S 2.379 -1.801 -1.971 0.050
C 4.548 -0.206 -1.369 0.001
F 4.459 0.287 -2.609 0.001
C 5.542 0.310 -0.560 0.000
F 6.357 1.273 -1.016 0.000
N 1.307 -0.813 2.415 0.009
N 1.032 -0.189 1.150 0.043
H 1.914 -0.218 2.970 0.001
H 1.802 -1.673 2.223 0.000
H 1.801 0.417 0.861 0.005
H 0.242 0.432 1.302 0.007
C -1.107 0.304 -1.556 -0.226
Ge -1.021 2.081 -0.923 -0.031
C 0.817 2.622 -0.409 0.006
C 1.873 2.371 -1.290 0.007
C 3.176 2.735 -0.973 0.002
C 3.456 3.328 0.253 0.001
C 2.423 3.572 1.147 0.002
C 1.116 3.232 0.810 0.001
C -2.023 2.335 0.782 -0.014
C -2.246 1.249 1.628 -0.001
C -2.885 1.404 2.853 0.000
C -3.328 2.657 3.252 0.000
C -3.129 3.751 2.418 -0.001
C -2.481 3.586 1.200 -0.001
C -1.677 3.565 -2.061 0.002
C -2.834 3.377 -2.818 0.000
C -3.353 4.395 -3.607 0.000
C -2.715 5.628 -3.656 0.000
C -1.559 5.831 -2.917 0.000
C -1.048 4.806 -2.127 0.001
H -1.950 0.169 -2.244 -0.006
H 1.673 1.870 -2.232 0.002
H 3.974 2.551 -1.681 0.000
H 4.474 3.596 0.508 0.000
H 2.632 4.032 2.106 0.000
H 0.316 3.432 1.516 0.000
H -1.929 0.259 1.310 0.001
H -3.037 0.545 3.496 0.000
H -3.829 2.782 4.205 0.000
H -3.479 4.732 2.717 0.000
H -2.334 4.450 0.558 0.000
H -3.332 2.413 -2.794 0.000
H -4.253 4.227 -4.187 0.000
H -3.114 6.425 -4.272 0.000
H -1.051 6.788 -2.955 0.000
H -0.139 4.976 -1.558 0.000
```

- energy relative to the best compared isomer or geometry (same formula, charge and spin) (kJ/mol) = 2.27
- orbital gap (alpha / beta) (eV) = 5.8922 / 6.3598
- energy (eV) = -151325.541
- expectation value of S² = 6.24
- charge = -1
- E_LUMO (alpha / beta) (Ha) = 0.093 / 0.093
- spin multiplicity = 5